A cluster of 14 separate species, C35H62Cl26F3N2O in total. Source: the Open Molecules 2025 dataset; level of theory: ωB97M-V/def2-TZVPD.

Calculated values
- 2S+1 = 1
- highest occupied orbital energy (eV) = -11.63
- net charge = +1
- total energy (eV) = -376049.08664
- lowest unoccupied orbital energy (eV) = -5.46
- max |F| (hartree/bohr) = 0.1498

Positions of all 129 atoms, in Å:
1 N 3.002 2.981 3.170
2 C 2.191 3.573 2.039
3 O 2.735 4.629 1.379
4 C 0.742 3.041 1.486
5 C 0.849 1.682 0.527
6 C 2.415 1.347 0.085
7 C 3.312 2.329 -0.924
8 C 4.851 1.855 -1.237
9 C 5.400 0.474 -0.546
10 N 4.511 -0.368 0.365
11 C 5.039 -1.677 0.991
12 F 3.956 -2.730 0.952
13 F 5.270 -1.397 2.454
14 F 6.309 -2.142 0.384
15 C 3.062 -0.032 0.700
16 H 2.647 2.050 3.481
17 H 3.972 2.816 2.784
18 H 0.046 2.788 2.401
19 H 0.301 3.898 0.787
20 H 0.109 1.708 -0.389
21 H 0.458 0.794 1.223
22 H 2.797 3.315 -1.327
23 H 5.496 2.565 -1.940
24 H 6.512 0.137 -0.765
25 H 2.408 -0.724 1.399
26 Cl 1.131 -0.138 -1.301
27 C 0.270 -1.177 -2.463
28 C 1.043 -1.354 -3.760
29 Cl 1.125 0.153 -4.706
30 H -0.719 -0.742 -2.640
31 H 0.132 -2.148 -1.978
32 H 0.546 -2.097 -4.391
33 H 2.067 -1.694 -3.575
34 Cl -2.840 -0.448 -6.116
35 C -3.577 1.036 -5.466
36 C -2.721 1.679 -4.387
37 Cl -2.660 0.697 -2.902
38 H -4.575 0.785 -5.092
39 H -3.694 1.726 -6.307
40 H -3.141 2.649 -4.107
41 H -1.693 1.838 -4.730
42 Cl 5.207 -6.776 2.250
43 C 4.469 -5.291 2.900
44 C 5.326 -4.648 3.979
45 Cl 5.386 -5.630 5.464
46 H 3.472 -5.542 3.274
47 H 4.353 -4.601 2.059
48 H 4.906 -3.678 4.259
49 H 6.353 -4.489 3.636
50 Cl -3.604 3.561 2.783
51 C -3.273 3.148 1.083
52 C -3.111 1.650 0.876
53 Cl -1.626 1.023 1.633
54 H -2.380 3.697 0.767
55 H -4.122 3.514 0.497
56 H -3.039 1.428 -0.193
57 H -3.960 1.093 1.283
58 Cl 8.329 -4.050 2.201
59 C 8.660 -4.463 0.501
60 C 8.822 -5.961 0.294
61 Cl 10.308 -6.588 1.052
62 H 9.553 -3.914 0.185
63 H 7.812 -4.097 -0.085
64 H 8.895 -6.183 -0.774
65 H 7.973 -6.518 0.702
66 Cl -6.774 1.567 0.492
67 C -6.863 2.560 1.967
68 C -8.293 2.746 2.450
69 Cl -9.250 3.763 1.343
70 H -6.380 3.520 1.760
71 H -6.277 2.043 2.732
72 H -8.295 3.248 3.421
73 H -8.808 1.787 2.560
74 Cl -2.183 -2.668 2.159
75 C -1.322 -3.368 3.552
76 C -1.085 -2.347 4.654
77 Cl 0.089 -1.097 4.171
78 H -0.382 -3.796 3.190
79 H -1.944 -4.185 3.930
80 H -0.672 -2.843 5.537
81 H -2.013 -1.846 4.945
82 Cl 4.395 8.780 5.186
83 C 3.533 7.741 4.025
84 C 4.307 7.564 2.728
85 Cl 4.388 9.071 1.781
86 H 2.544 8.176 3.848
87 H 3.396 6.770 4.510
88 H 3.810 6.821 2.097
89 H 5.331 7.224 2.913
90 Cl -7.810 2.133 -6.091
91 C -7.479 1.720 -7.791
92 C -7.317 0.222 -7.997
93 Cl -5.832 -0.405 -7.240
94 H -6.586 2.269 -8.107
95 H -8.328 2.086 -8.376
96 H -7.245 0.000 -9.066
97 H -8.167 -0.335 -7.590
98 Cl -1.739 8.672 -0.886
99 C -0.215 7.913 -0.365
100 C -0.026 6.530 -0.966
101 Cl -1.190 5.348 -0.314
102 H -0.208 7.882 0.729
103 H 0.595 8.573 -0.691
104 H 0.973 6.154 -0.728
105 H -0.134 6.546 -2.055
106 Cl -10.656 -0.852 2.553
107 C -9.794 -1.552 3.946
108 C -9.557 -0.531 5.047
109 Cl -8.384 0.720 4.565
110 H -8.854 -1.980 3.584
111 H -10.416 -2.368 4.324
112 H -9.144 -1.026 5.931
113 H -10.485 -0.030 5.339
114 Cl 14.346 -8.378 4.131
115 C 12.591 -8.110 4.267
116 C 12.237 -7.192 5.426
117 Cl 12.549 -7.953 7.007
118 H 12.104 -9.085 4.362
119 H 12.266 -7.659 3.324
120 H 11.171 -6.950 5.397
121 H 12.801 -6.255 5.385
122 Cl -9.137 -2.153 -11.373
123 C -8.795 -3.677 -10.518
124 C -8.104 -3.444 -9.183
125 Cl -6.443 -2.831 -9.383
126 H -8.194 -4.310 -11.178
127 H -9.757 -4.172 -10.356
128 H -8.028 -4.387 -8.635
129 H -8.656 -2.732 -8.563